[1]
A 3-piece molecular cluster, C16H31F4NO11P2S overall at a distorted geometry, computed with the ωB97M-V functional and the def2-TZVPD basis.

Structure (XYZ):
```
66
Properties=species:S:1:pos:R:3:nbo_charge:R:1
O -3.5850 0.0719 2.9314 -0.48
C -3.6130 0.4779 1.7365 0.95
O -4.7282 -0.0237 0.9518 -0.36
N -4.2757 -0.7428 -0.1395 -0.24
C -3.8243 -1.9021 0.3069 0.20
S -3.0684 -3.3799 0.4374 0.18
O -2.6445 1.4024 1.2381 -0.50
C -1.4253 0.7608 0.8460 0.86
F -0.3064 1.6022 1.1930 -0.31
F -1.2148 -0.5206 1.4165 -0.31
C -1.3947 0.6635 -0.7842 0.49
F -0.2730 1.4337 -1.2732 -0.34
F -2.5497 1.2351 -1.3779 -0.32
H -1.2217 -0.4383 -1.0313 0.18
C 2.7700 2.3751 -7.6204 -0.63
C 2.1525 3.6132 -8.2433 -0.07
O 1.2025 4.2127 -7.3755 -0.78
P 1.7511 5.0151 -6.0362 2.31
O 2.1424 6.3126 -6.7541 -0.91
O 0.2779 5.5983 -5.5210 -0.81
C 0.1081 6.9937 -5.2825 -0.06
C -0.4985 7.6814 -6.4939 -0.63
O 1.4107 3.5868 -5.1556 -0.70
C 1.2742 3.6867 -3.7319 -0.08
C -0.1797 3.8647 -3.3148 -0.64
H 3.3859 2.6384 -6.7569 0.20
H 3.4060 1.8534 -8.3458 0.21
H 1.9957 1.6895 -7.2698 0.22
H 2.9219 4.3421 -8.5171 0.18
H 1.6199 3.3323 -9.1553 0.19
H 1.0517 7.4590 -4.9857 0.18
H -0.5699 7.1068 -4.4321 0.17
H 0.0109 7.4163 -7.4241 0.23
H -0.4633 8.7686 -6.3797 0.21
H -1.5416 7.3790 -6.6176 0.21
H 1.9042 4.4889 -3.3413 0.17
H 1.6376 2.7421 -3.3204 0.19
H -0.4552 4.9224 -3.2780 0.21
H -0.3446 3.4800 -2.3076 0.22
H -0.8641 3.3738 -4.0115 0.23
C -0.9439 -8.0142 5.8410 -0.63
C -1.8095 -6.7691 5.7903 -0.07
O -1.0502 -5.5976 6.0477 -0.78
P -0.0041 -5.0617 4.8834 2.31
O -1.0547 -4.3716 4.0045 -0.91
O 0.4538 -3.6569 5.6524 -0.81
C 0.3420 -2.4055 4.9761 -0.06
C -0.9560 -1.7051 5.3407 -0.63
O 1.2326 -5.8583 5.7597 -0.70
C 2.5901 -5.4663 5.5200 -0.08
C 3.0568 -4.4107 6.5140 -0.63
H -0.2255 -8.0240 5.0174 0.20
H -1.5610 -8.9177 5.7649 0.21
H -0.3724 -8.0522 6.7707 0.22
H -2.3176 -6.6814 4.8246 0.17
H -2.5767 -6.8299 6.5662 0.19
H 0.4406 -2.5336 3.8948 0.18
H 1.1837 -1.7812 5.2885 0.17
H -1.8237 -2.3658 5.2647 0.23
H -1.1244 -0.8399 4.6930 0.22
H -0.9216 -1.3608 6.3776 0.21
H 2.7162 -5.1293 4.4888 0.17
H 3.1987 -6.3630 5.6581 0.19
H 2.8452 -3.4016 6.1498 0.22
H 4.1395 -4.4567 6.6498 0.21
H 2.5606 -4.5187 7.4819 0.23
```

SMILES = O=C(ON=C=S)OC(F)(F)C(F)F.CCOP(=O)(OCC)OCC.CCOP(=O)(OCC)OCC
Electronic energy = -81382.8162 eV
Net charge = 0
Energy above the lowest of the compared OMol25 structures with the same formula, charge and spin = 3.659 eV
Molecular weight = 583.43 g/mol
Orbital gap = 8.187 eV
LUMO level = -1.751 eV


[2]
A 2-piece molecular cluster, C4H10NO3 overall at a distorted geometry, computed with the ωB97M-V functional and the def2-TZVPD basis.

Structure (XYZ):
```
18
Properties=species:S:1:pos:R:3:mulliken_spin:R:1
C -0.3342 0.6182 -0.1302 0.22
N 0.0943 0.7900 1.2598 -0.01
C 1.5037 0.9039 1.5717 0.10
O 1.7749 0.9304 2.7853 -0.01
O 2.2813 0.9902 0.5862 -0.04
C -1.6878 -0.1104 -0.1915 0.31
C -2.1501 -0.3301 -1.6358 3.27
H 0.3545 -0.0102 -0.7004 -0.08
H -0.4479 1.6071 -0.5596 -0.21
H -0.3399 0.1065 1.8626 0.00
H -1.5063 -1.1026 0.2391 -0.04
H -2.4786 0.3451 0.4113 -0.41
H -1.5548 -1.1128 -2.1012 -0.25
H -3.1844 -0.6974 -1.6976 -1.47
H -2.0024 0.5831 -2.2161 -0.42
H 3.4236 -0.5577 0.6021 0.02
H 2.7388 -1.4855 -0.3304 -0.01
O 3.5156 -1.4678 0.2446 0.02
```

Electronic energy = -11941.2347 eV
Net charge = -2
⟨S²⟩ = 0.751
Energy above the lowest of the compared OMol25 structures with the same formula, charge and spin = 0.000 eV
Molecular weight = 120.13 g/mol
Orbital gap (alpha / beta) = 2.664 / 8.300 eV
2S+1 = 2
LUMO level (alpha / beta) = 6.465 / 6.411 eV


[3]
One molecule with the formula C3H8N2O2S at a distorted geometry, computed with the ωB97M-V functional and the def2-TZVPD basis.

Structure (XYZ):
```
16
Properties=species:S:1:pos:R:3:nbo_charge:R:1
H 0.9461 -1.2747 -1.1030 0.31
N 0.4367 -0.7333 -1.9002 -0.74
C -0.5445 -0.2144 -1.0904 0.68
N -1.5859 0.7120 -1.2912 -0.80
S -1.9124 1.4373 -2.7293 0.23
O -0.8443 -0.5501 0.1394 -0.50
C 0.1684 -1.0763 0.8282 -0.08
C 1.3198 -0.0627 1.2334 -0.10
O 0.7261 1.0042 1.9636 -0.73
H -2.0513 0.8492 -0.3589 0.42
H -1.2377 2.7296 -2.5472 0.10
H 0.4932 -1.7878 0.1971 0.16
H -0.3661 -1.6269 1.6907 0.19
H 1.7266 0.2602 0.2940 0.20
H 2.1967 -0.4248 1.7564 0.18
H 0.5287 0.7585 2.9175 0.48
```

SMILES = [H]/N=C(/NS)OCCO
Electronic energy = -21147.9883 eV
Net charge = 0
Energy above the lowest of the compared OMol25 structures with the same formula, charge and spin = 2.857 eV
Molecular weight = 136.18 g/mol
Orbital gap = 9.754 eV
LUMO level = 0.550 eV


[4]
An isolated ion of composition C3H10N3 and charge +1 at a distorted geometry, computed with the ωB97M-V functional and the def2-TZVPD basis.

Structure (XYZ):
```
16
Properties=species:S:1:pos:R:3:nbo_charge:R:1
C 2.1073 -0.3698 -0.7955 0.05
N 1.3473 -0.4822 0.2280 -0.47
C -0.0728 -0.4155 0.1354 0.05
N -0.4886 -1.2851 1.2861 -0.70
C -0.8671 0.9492 0.2439 -0.22
N -0.9051 1.3679 -1.0551 -0.86
H 3.0970 -0.4480 -0.6964 0.19
H 1.7036 -0.0489 -1.8207 0.16
H -0.4228 -0.7453 -0.8917 0.24
H -1.4626 -1.0848 1.4388 0.44
H -0.1504 -2.3248 1.2072 0.47
H 0.0362 -0.8817 2.1465 0.46
H -0.2285 1.6213 0.9316 0.20
H -1.8721 0.6914 0.5103 0.21
H -1.7323 1.8604 -1.3413 0.40
H -0.0893 1.5960 -1.5270 0.38
```

SMILES = C=N[C@@H]([NH3+])CN
Electronic energy = -7734.9506 eV
Net charge = +1
Energy above the lowest of the compared OMol25 structures with the same formula, charge and spin = 3.314 eV
Molecular weight = 88.13 g/mol
Orbital gap = 9.790 eV
LUMO level = -3.457 eV


[5]
C40H56N7OPTi as an isolated structure at a distorted geometry, computed with the ωB97M-V functional and the def2-TZVPD basis.

Structure (XYZ):
```
106
Properties=species:S:1:pos:R:3:mulliken_spin:R:1
Ti -0.5990 0.4607 -0.2986 1.74
C 0.9691 -1.0438 -2.2315 0.10
N 0.6585 -1.3980 -0.8261 -0.22
C 1.9524 -1.7592 -0.1988 0.06
C 1.8457 -2.2705 1.2152 -0.01
C 2.7586 -3.2074 1.6856 0.00
C 2.6407 -3.6486 2.9929 0.00
C 1.6121 -3.1459 3.7767 0.00
C 0.7493 -2.2207 3.2137 0.00
N 0.8618 -1.7823 1.9599 0.04
C -0.2930 -2.5423 -0.7511 0.06
C -1.4958 -2.3118 0.1377 0.07
C -2.3136 -3.3852 0.4544 0.00
C -3.3729 -3.1952 1.3242 0.01
C -3.5898 -1.9305 1.8562 0.01
C -2.7585 -0.9048 1.4594 0.08
N -1.7435 -1.0794 0.6014 -0.12
C -0.2944 -0.7952 -3.0045 -0.01
C -0.4343 -1.1578 -4.3305 0.00
C -1.6596 -0.9564 -4.9502 0.01
C -2.6982 -0.4141 -4.2126 0.00
C -2.4703 -0.0666 -2.8934 0.11
N -1.2888 -0.2440 -2.2928 -0.03
H 1.6033 -0.1501 -2.2139 0.00
H 1.5406 -1.8379 -2.7256 0.01
H 2.4392 -2.5256 -0.8140 0.00
H 2.5917 -0.8744 -0.2226 0.04
H 3.5407 -3.5855 1.0395 0.00
H 3.3344 -4.3766 3.3917 0.00
H 1.4756 -3.4694 4.7991 0.00
H -0.0709 -1.8068 3.7914 0.00
H -0.6447 -2.8029 -1.7508 0.00
H 0.2283 -3.4259 -0.3768 0.00
H -2.1058 -4.3632 0.0401 0.00
H -4.0142 -4.0235 1.5941 0.00
H -4.3898 -1.7430 2.5577 0.00
H -2.8926 0.1043 1.8321 -0.02
H 0.3957 -1.6022 -4.8632 0.00
H -1.8015 -1.2345 -5.9860 0.00
H -3.6753 -0.2583 -4.6476 0.00
H -3.2516 0.3853 -2.2994 -0.04
C 4.2073 0.9319 4.1094 0.00
C 3.6344 0.2278 2.8728 -0.01
C 4.6923 0.1682 1.7765 0.00
C 2.3398 0.8918 2.4445 -0.04
C 1.2792 0.9734 3.3568 -0.02
C 0.1227 1.6642 3.0702 0.03
C -0.0312 2.3498 1.8575 -0.01
C -1.1051 3.3961 1.7429 0.03
C 0.9715 2.1735 0.8971 0.12
C 2.1423 1.4588 1.1962 0.02
H 5.1538 0.4742 4.3965 0.00
H 3.5384 0.8707 4.9670 0.00
H 4.3923 1.9870 3.9001 0.00
H 3.3834 -0.7997 3.1595 0.00
H 4.9736 1.1682 1.4397 0.00
H 4.3652 -0.4069 0.9076 0.00
H 5.5925 -0.3105 2.1601 0.00
H 1.3822 0.5079 4.3296 0.00
H -0.6407 1.7658 3.8338 0.00
H -1.0528 3.9172 0.7927 -0.01
H -0.9695 4.1224 2.5464 0.00
H -2.1065 2.9740 1.8514 -0.01
H 0.9311 2.7464 -0.0278 -0.02
H 2.9303 1.4340 0.4537 0.00
O -1.5226 2.2233 -0.9243 -0.11
P -2.4661 3.1296 -1.6909 0.05
N -1.9983 3.1305 -3.2644 0.01
C -2.7283 3.9045 -4.2929 0.00
C -1.6651 4.2402 -5.3395 0.00
C -0.6475 3.1128 -5.1832 0.00
C -0.5973 2.9082 -3.6745 0.00
N -2.5017 4.6957 -1.2240 -0.01
C -3.3799 5.2537 -0.1764 0.00
C -2.6114 6.4687 0.3308 0.00
C -1.8789 6.9591 -0.9173 0.00
C -1.4627 5.6675 -1.6215 0.00
N -3.9961 2.5679 -1.5044 0.00
C -4.3962 1.7271 -0.3599 0.03
C -5.9167 1.6557 -0.4799 0.00
C -6.2816 3.0040 -1.0969 0.00
C -5.1759 3.2076 -2.1257 0.00
H -3.1821 4.8018 -3.8661 0.00
H -3.5272 3.2930 -4.7190 0.00
H -1.1981 5.2000 -5.1112 0.00
H -2.0841 4.3056 -6.3413 0.00
H 0.3285 3.3537 -5.6002 0.00
H -1.0130 2.2049 -5.6675 0.00
H 0.0784 3.6367 -3.2121 0.00
H -0.2666 1.9105 -3.3916 0.04
H -3.5847 4.5231 0.6066 0.00
H -4.3349 5.5616 -0.6123 0.00
H -1.8937 6.1700 1.0967 0.00
H -3.2710 7.2191 0.7616 0.00
H -1.0220 7.5880 -0.6853 0.00
H -2.5522 7.5341 -1.5545 0.00
H -0.4716 5.3371 -1.2926 0.00
H -1.4367 5.7840 -2.7059 0.00
H -4.1014 2.1852 0.5910 0.00
H -3.9301 0.7412 -0.4103 0.01
H -6.3948 1.4767 0.4812 0.00
H -6.2008 0.8452 -1.1547 0.00
H -6.2384 3.7893 -0.3393 0.00
H -7.2730 3.0191 -1.5444 0.00
H -4.9843 4.2590 -2.3415 0.00
H -5.4219 2.7084 -3.0666 0.00
```

Electronic energy = -87264.3233 eV
Net charge = +2
⟨S²⟩ = 2.004
Energy above the lowest of the compared OMol25 structures with the same formula, charge and spin = 1.602 eV
Molecular weight = 729.78 g/mol
Orbital gap (alpha / beta) = 7.457 / 8.824 eV
2S+1 = 3
LUMO level (alpha / beta) = -4.658 / -4.802 eV


[6]
An isolated ion of composition C7H9N2 and charge +1 at a distorted geometry, computed with the ωB97M-V functional and the def2-TZVPD basis.

Structure (XYZ):
```
18
Properties=species:S:1:pos:R:3:nbo_charge:R:1
C 1.6633 2.1359 -0.2935 -0.05
C 1.4443 0.9299 -0.1713 -0.16
C -1.8509 0.0260 -0.9848 -0.32
C -1.9279 0.5248 0.4294 -0.16
C -0.7775 -0.4407 -1.5903 -0.11
C -0.9218 0.4459 1.3031 -0.06
C 0.9124 -0.3759 -0.1664 0.29
N 1.8150 -1.4132 -0.0830 -0.82
N 0.0286 -0.6124 1.0324 -0.56
H 2.1559 3.0625 -0.1666 0.26
H -2.8186 0.1781 -1.6526 0.27
H -2.5999 1.2596 0.7918 0.25
H -0.4995 -0.5786 -2.6404 0.24
H -0.7367 1.0660 2.1991 0.26
H 1.5900 -2.3733 0.0341 0.40
H 2.4819 -1.3439 -0.8058 0.41
H 0.4730 -0.9545 1.8775 0.44
H -0.4317 -1.5363 0.8872 0.44
```

Electronic energy = -10372.0956 eV
Net charge = +1
Energy above the lowest of the compared OMol25 structures with the same formula, charge and spin = 6.428 eV
Molecular weight = 121.16 g/mol
Orbital gap = 8.948 eV
LUMO level = -4.003 eV